1.
Computed, not measured: a 11-piece molecular cluster, C14H50N16O14 overall in a non-equilibrium geometry, with ωB97M-V/def2-TZVPD.

- HOMO level (Ha) = -0.3216
- DFT total energy (Ha) = -2493.05999
- SMILES = NC(N)=O.NC(N)=O.NC(N)=O.NC(N)=O.NC(N)=O.NC(N)=O.NC(N)=O.NC(N)=O.OCCO.OCCO.OCCO
- lowest unoccupied orbital energy (eV) = 0.10
- ΔE to the lowest compared entry with this formula, charge and spin (eV) = 3.8402

```
94
Properties=species:S:1:pos:R:3:forces:R:3:mulliken_charge:R:1
N -2.8974 4.0798 2.9454 -1.1 1.3 0.5 -0.4429
C -1.9051 3.3596 2.4380 0.8 -1.6 -0.6 0.6562
N -0.6501 3.8410 2.5091 -0.4 0.6 0.2 -0.0016
O -2.1062 2.2453 1.9333 -0.2 0.4 0.5 -0.6409
H -2.7597 5.0250 3.2605 0.0 -0.1 0.1 0.1628
H -3.8401 3.7440 2.8662 0.1 0.0 -0.2 0.2242
H -0.4751 4.8042 2.7397 0.3 -0.2 0.0 0.1950
H 0.1045 3.1778 2.5297 -0.1 0.4 -0.3 -0.0441
N -0.7312 -1.3908 -0.3348 1.7 -2.5 -0.7 0.3928
C 0.0537 -0.5676 0.3850 -1.7 -0.1 -1.4 0.1048
N -0.6881 0.4903 0.6132 1.6 3.4 1.6 2.1788
O 1.2310 -0.7244 0.7116 0.6 -0.5 0.0 -0.6415
H -0.3514 -2.3068 -0.5143 -0.6 0.0 -0.5 0.1007
H -1.5841 -1.0433 -0.7288 -0.3 -0.6 0.2 0.0437
H -0.2392 1.1516 1.2287 -0.5 0.1 0.0 -1.4169
H -1.6088 0.7106 0.2729 -0.1 -0.6 0.2 -0.0963
N 0.6921 3.1543 -0.8413 -1.4 -0.8 0.5 -0.0074
C 1.6112 3.9363 -0.2881 1.4 1.6 0.3 0.6963
N 2.5327 4.3396 -1.1892 0.9 0.4 -0.7 -0.4321
O 1.6744 4.3557 0.8688 -0.5 -0.6 0.0 -0.6762
H 0.7955 2.8592 -1.7935 -0.3 -0.1 0.1 0.1652
H -0.1363 2.9557 -0.3042 0.0 -0.3 -0.2 -0.1375
H 3.3146 4.8892 -0.8797 -0.1 -0.1 0.0 0.2441
H 2.5192 4.0098 -2.1371 0.2 0.1 0.0 0.1259
N 4.9802 1.8261 -1.2029 -0.2 0.3 -1.2 -0.2187
C 5.6571 1.1667 -0.2031 0.2 2.3 0.0 0.3453
N 4.8493 0.4458 0.5882 -0.7 -1.7 1.3 -0.1645
O 6.8062 1.4872 0.0624 0.2 -1.1 -0.1 -0.6816
H 5.6060 2.3276 -1.8144 0.1 0.1 0.2 0.2562
H 4.2081 1.3905 -1.7049 0.3 -0.2 0.6 0.2342
H 3.8484 0.4592 0.5400 0.2 0.0 -0.8 0.1406
H 5.1920 -0.2751 1.2005 0.5 0.3 0.0 0.1722
N -2.1086 -5.3447 -0.2216 -0.2 -0.1 -0.7 -0.3387
C -2.5019 -4.6236 -1.3208 0.5 0.5 -0.6 0.7625
N -3.2366 -3.5294 -1.0231 -0.4 -0.4 1.4 -0.3454
O -2.1484 -4.8660 -2.4615 0.3 -0.5 -0.2 -0.6830
H -1.6262 -6.2001 -0.4322 -0.1 0.0 0.3 0.1859
H -2.4605 -5.1392 0.6971 0.3 -0.2 0.0 0.1713
H -3.4108 -2.7782 -1.6619 -0.1 -0.2 0.0 0.1321
H -3.4912 -3.5014 -0.0487 -0.3 1.1 -0.1 0.1138
N -4.2478 2.1459 0.2603 0.0 1.3 1.0 -0.2536
C -4.8838 2.5715 -0.8394 -0.8 0.6 -0.4 0.3813
N -6.0918 3.1108 -0.6054 -0.6 0.5 0.8 -0.4033
O -4.4088 2.4823 -1.9844 -1.5 1.1 0.0 -0.6480
H -4.6386 1.8913 1.1479 -0.4 0.2 -0.2 0.2715
H -3.2886 1.8906 0.0813 -0.2 0.1 0.7 0.2734
H -6.2061 3.3769 0.3571 -0.8 0.0 -0.2 0.1741
H -6.8469 3.0796 -1.2649 0.1 0.2 0.0 0.2555
N -0.9814 -2.4323 3.4413 0.8 -0.5 0.9 -0.3478
C -1.8676 -1.5766 2.9192 -1.5 1.3 -2.2 0.6891
N -1.6397 -0.2722 3.1564 0.9 0.6 2.0 -0.1984
O -2.7738 -1.9241 2.1572 -0.2 -0.6 0.0 -0.6774
H -0.4066 -2.1004 4.1967 0.2 -0.4 -0.1 0.1618
H -0.9807 -3.3914 3.1403 -0.1 0.0 0.2 0.1556
H -2.0414 0.5671 2.7623 -0.7 -0.8 -0.5 0.0932
H -0.8124 -0.0140 3.6708 0.2 -0.1 -0.1 0.2473
N 2.4636 1.6006 2.0940 0.7 -2.4 -2.4 0.2170
C 1.7029 1.8528 3.1353 0.3 -0.1 1.4 -0.2966
N 2.0199 3.0417 3.6694 -0.3 1.0 1.1 -0.3851
O 0.8634 1.0959 3.6229 -0.1 0.2 -0.3 -0.6887
H 2.3822 0.6582 1.7159 -0.4 0.3 0.0 0.0256
H 3.2284 2.1555 1.7539 -0.1 0.3 0.3 0.1946
H 1.4086 3.3526 4.4057 0.3 0.4 0.0 0.3248
H 2.5688 3.6632 3.1003 -0.3 0.4 0.3 0.2111
O 3.3699 -2.2834 -4.7851 -0.5 1.1 0.5 -0.5283
C 3.2138 -1.0108 -4.0585 1.2 -1.3 -0.4 -0.6842
C 3.3808 -1.3158 -2.5811 -0.8 -1.0 -1.6 -0.1431
O 3.1281 -0.1475 -1.8574 -0.3 -0.2 0.7 -0.2006
H 4.2907 -2.1539 -5.0203 0.0 -1.0 -0.5 0.3375
H 4.0694 -0.4868 -4.4889 -0.5 1.3 0.5 0.3295
H 2.2538 -0.5142 -4.1906 0.0 -0.2 -0.5 0.2327
H 4.3173 -1.8643 -2.4483 0.4 0.7 0.6 0.2994
H 2.6144 -2.0842 -2.4348 -0.1 0.1 0.5 0.1279
H 2.4910 -0.3905 -1.1697 0.0 0.2 0.3 0.0394
O 2.6468 -5.7635 0.2650 -0.3 0.2 0.2 -0.5825
C 1.7580 -4.6516 0.0416 0.6 -0.2 0.6 -0.3982
C 0.9621 -4.2949 1.2908 -0.1 0.5 -1.1 0.7952
O 0.1206 -5.3504 1.7524 0.5 0.6 0.0 -0.5233
H 2.1499 -6.5176 -0.0624 0.3 -0.2 0.0 0.3487
H 2.3467 -3.7488 -0.1378 0.2 -0.2 -0.4 0.0750
H 1.1951 -4.9301 -0.8493 -0.6 0.6 0.1 0.3260
H 0.4241 -3.3841 1.0124 -0.9 -0.5 0.1 -0.7724
H 1.6231 -3.8483 2.0390 0.3 -0.8 0.4 0.3094
H 0.7217 -6.0987 1.8406 -0.1 -0.1 0.2 0.3462
O -3.0530 0.8830 -1.1348 5.0 -3.2 -0.2 -0.7611
C -2.0488 0.8350 -2.1726 -1.8 0.0 -1.0 0.1960
C -2.5176 -0.1647 -3.1985 0.0 -1.9 0.1 -0.6581
O -3.7864 0.1148 -3.7794 0.8 0.4 -0.6 -0.5551
H -3.9206 1.1970 -1.4437 0.8 -0.3 -1.7 0.3999
H -1.9052 1.7922 -2.6839 -0.4 0.3 0.2 0.3813
H -1.0476 0.5587 -1.8484 -0.3 -0.2 0.7 -0.0580
H -2.7104 -1.1599 -2.7843 0.1 0.2 1.0 -0.1463
H -1.6999 -0.4958 -3.8489 -0.1 0.9 -0.9 0.5103
H -3.6287 0.5122 -4.6417 -0.2 0.2 0.1 0.3443
```
Positions in Å, forces in eV/Å.

2.
Computed, not measured: a 7-piece molecular cluster, C21H56O21S7 overall in a non-equilibrium geometry, with ωB97M-V/def2-TZVPD.

- HOMO level (Ha) = -0.3966
- DFT total energy (Ha) = -5200.92858
- SMILES = CCOS(C)(=O)=O.CCOS(C)(=O)=O.CCOS(C)(=O)=O.CCOS(C)(=O)=O.CCOS(C)(=O)=O.CCOS(C)(=O)=O.CCOS(C)(=O)=O
- lowest unoccupied orbital energy (eV) = 0.20
- ΔE to the lowest compared entry with this formula, charge and spin (eV) = 2.2487

```
105
Properties=species:S:1:pos:R:3:forces:R:3:mulliken_charge:R:1
C 3.0094 5.2515 2.0745 1.5 0.4 -0.8 -0.9953
C 2.1828 5.0878 0.8128 -1.0 -0.8 0.7 -0.4011
O 1.0788 4.2087 1.2020 -1.3 0.4 -0.7 -0.1959
S -0.4424 4.7933 1.2347 0.4 -1.1 0.7 1.1564
C -1.2927 3.2113 1.1238 -0.4 1.2 0.0 -0.6899
O -0.6126 5.3434 2.5654 -0.1 0.1 -1.4 -0.6260
O -0.7318 5.5274 0.0215 0.4 0.0 1.1 -0.6292
H 3.9034 5.7980 1.7398 0.0 0.1 0.4 0.3847
H 3.3836 4.3086 2.4753 -0.2 -0.2 -0.3 0.2106
H 2.5734 5.7636 2.9279 -0.5 0.3 -0.4 0.3031
H 1.8039 5.9997 0.3478 0.0 0.1 0.4 0.4057
H 2.6470 4.5206 0.0042 0.5 0.1 0.3 0.2668
H -0.8310 2.4766 1.7705 0.2 -0.1 -0.2 0.0370
H -1.3805 2.9815 0.0663 0.5 -0.4 0.1 0.2342
H -2.3160 3.3933 1.4559 0.1 0.2 0.2 0.4722
C 8.3545 3.4638 6.7665 1.2 -1.3 -0.4 -1.3352
C 7.0978 2.7735 6.2866 -0.9 1.7 0.7 -0.0465
O 7.3734 1.4584 5.8336 -0.7 -0.7 -0.1 -0.2570
S 6.1313 0.6433 5.1544 1.8 0.0 -1.0 1.2040
C 6.4206 1.0746 3.4060 -2.0 0.3 0.7 -0.5954
O 6.4941 -0.7396 5.2865 -0.5 0.6 0.4 -0.6549
O 4.8747 1.1706 5.6270 0.9 -0.3 -0.2 -0.6775
H 8.8742 2.8093 7.4731 -0.2 0.1 0.3 0.3250
H 8.2207 4.4388 7.2225 -0.4 0.0 -0.1 0.3743
H 9.0740 3.5167 5.9442 -0.1 0.4 -0.1 0.3084
H 6.3659 2.7576 7.0988 0.0 -0.3 0.0 0.2805
H 6.6300 3.3959 5.5140 0.1 -0.3 -0.3 0.3102
H 6.8988 0.2889 2.8355 0.4 0.0 0.4 0.3269
H 6.8197 2.0800 3.3104 0.4 -0.2 0.1 0.4210
H 5.3821 1.1374 3.0654 0.1 -0.1 -0.3 -0.0294
C -4.7717 1.9848 -4.8180 1.5 -0.4 -1.7 -1.3420
C -3.3626 1.4197 -4.6582 0.6 -0.3 0.5 0.1569
O -3.1572 0.2624 -5.5201 -0.5 -1.0 -0.2 -0.3166
S -2.2276 -0.9321 -5.0472 1.7 -0.5 -0.8 1.0053
C -0.5638 -0.3435 -5.5104 -1.5 -0.5 0.2 -0.9857
O -2.2458 -0.9741 -3.6187 -0.4 -0.3 0.4 -0.3072
O -2.4994 -2.1338 -5.8150 -0.3 1.5 0.6 -0.6505
H -4.7830 2.3326 -5.8564 -0.3 0.8 0.3 0.4347
H -4.8293 2.7694 -4.0705 -0.7 0.1 -0.1 0.3842
H -5.5555 1.2314 -4.8696 0.1 -0.1 1.0 0.2453
H -2.5476 2.0666 -4.9925 -0.5 0.7 0.1 0.3630
H -3.1372 1.1834 -3.6156 -0.1 -0.4 -0.1 0.0870
H -0.4604 0.5769 -4.9423 0.4 0.1 -0.2 0.3048
H -0.5499 -0.2411 -6.5914 0.1 0.2 0.0 0.4014
H 0.1218 -1.1223 -5.1878 0.1 0.1 0.1 0.3395
C -5.6998 -1.1674 -2.5548 -0.3 -0.9 0.4 -1.0991
C -6.7365 -0.1151 -2.1746 1.5 -0.8 0.0 -0.1377
O -8.0114 -0.4362 -2.7450 -0.5 0.3 -0.1 -0.2809
S -9.1574 0.6573 -2.5593 -1.3 1.5 -1.1 1.2116
C -8.5594 2.0420 -3.5921 0.9 -0.3 0.2 -0.9321
O -10.3531 0.1707 -3.2091 1.4 -0.1 0.7 -0.6170
O -9.2031 1.1130 -1.2003 0.2 -0.4 -0.2 -0.6238
H -5.3883 -1.2319 -3.5951 0.0 0.4 0.0 0.2697
H -6.0463 -2.1679 -2.2752 -0.4 0.1 -0.2 0.4563
H -4.8559 -1.0578 -1.8709 0.3 0.4 -0.4 0.2163
H -6.7362 -0.1827 -1.0878 -0.7 0.6 0.0 0.2899
H -6.3852 0.8511 -2.5332 -0.2 0.2 0.2 0.2094
H -7.7262 2.5629 -3.1155 0.0 -0.3 0.2 0.2996
H -9.2726 2.8364 -3.7954 -0.6 -0.6 0.2 0.4447
H -8.1832 1.6160 -4.5215 -0.2 0.0 -0.1 0.2816
C -1.6711 -4.6570 -2.9358 -0.2 1.4 1.1 -0.9573
C -1.3740 -4.8307 -4.4064 -0.4 -0.6 0.5 -0.0036
O -0.6588 -6.1026 -4.4627 1.1 0.3 -1.6 -0.3728
S 0.6424 -6.1281 -5.4355 0.4 -1.1 -0.2 1.1669
C -0.1054 -6.3191 -7.0791 0.1 1.1 1.2 -0.8328
O 1.3381 -4.8643 -5.3522 -0.6 -0.7 -0.1 -0.6021
O 1.3414 -7.3609 -5.1507 -0.7 1.1 0.1 -0.6235
H -2.6689 -4.2257 -2.8169 0.1 0.1 0.1 0.1629
H -0.9662 -3.9927 -2.4245 0.0 0.3 -0.4 0.1694
H -1.6282 -5.5170 -2.2679 -0.1 -0.6 -0.8 0.4731
H -2.3069 -4.8658 -4.9741 0.1 -0.6 0.0 0.2276
H -0.8242 -4.0277 -4.8923 0.4 0.0 0.5 0.2480
H 0.6633 -6.5253 -7.8154 0.1 -0.2 0.2 0.3695
H -0.5201 -5.3281 -7.2695 -0.3 -0.2 -0.2 0.2703
H -0.8733 -7.0774 -6.9718 0.1 -0.1 -0.2 0.3145
C 1.6325 0.4088 2.0362 -0.9 0.5 -0.4 -0.5966
C 1.2856 0.2864 0.5540 0.5 0.3 1.0 -0.3521
O -0.1631 0.3170 0.4812 0.0 -0.5 -1.2 -0.1495
S -0.7871 -0.0452 -0.9687 -1.6 -0.9 0.8 1.0752
C -1.7019 -1.5481 -0.4786 1.1 0.9 0.7 -0.9108
O -1.7843 0.9553 -1.2543 0.7 -0.1 0.0 -0.6296
O 0.2554 -0.3507 -1.9026 -0.1 0.3 0.3 -0.6671
H 1.0074 1.2255 2.4066 0.4 0.2 0.2 0.1291
H 2.6873 0.6406 2.1442 0.0 -0.1 0.2 0.1406
H 1.3494 -0.4506 2.6407 0.2 -0.3 -0.3 0.2339
H 1.6395 1.1739 0.0286 0.2 -0.2 -0.1 0.2386
H 1.7117 -0.6189 0.1259 -0.3 0.0 -0.2 0.4408
H -2.1546 -2.0066 -1.3491 0.0 0.0 0.0 0.1704
H -2.3829 -1.2402 0.3141 -0.4 0.2 -0.4 0.3613
H -0.9930 -2.1660 0.0743 0.2 -0.3 -0.6 0.4101
C 1.5602 -1.2379 7.1375 0.3 -1.2 -1.3 -1.2223
C 2.1005 -0.7489 5.7829 -1.2 0.6 0.1 0.1815
O 2.0280 -1.8213 4.8070 1.6 -0.5 -0.3 -0.3718
S 3.3907 -2.2692 4.0402 -0.6 -0.8 1.5 1.1835
C 4.3164 -2.9237 5.4681 0.0 1.0 -0.6 -0.9592
O 3.0055 -3.4163 3.2801 0.0 0.4 -0.3 -0.6810
O 3.9991 -1.1399 3.3919 0.0 -0.3 0.5 -0.3877
H 2.1099 -2.1701 7.3197 0.6 0.5 0.5 0.2682
H 0.5711 -1.6995 7.1432 -0.5 1.0 -0.2 0.3808
H 1.7514 -0.4702 7.8783 -0.3 -0.2 0.3 0.3618
H 1.5412 0.0056 5.2262 -0.3 0.4 0.8 0.3167
H 3.0595 -0.2874 6.0251 0.4 -0.6 -0.8 0.0163
H 4.4112 -2.1747 6.2524 -0.1 0.1 -0.2 0.3130
H 5.3199 -3.1424 5.1126 -0.1 -0.3 0.0 0.3524
H 3.7425 -3.7682 5.8334 0.1 -0.2 -0.2 0.3467
```
Positions in Å, forces in eV/Å.

3.
Computed, not measured: a 2-piece molecular cluster, C2H3F2OP overall in a non-equilibrium geometry, with ωB97M-V/def2-TZVPD.

- HOMO level (alpha / beta) (Ha) = -0.3012 / -0.2985
- DFT total energy (Ha) = -694.16292
- lowest unoccupied orbital energy (alpha / beta) (eV) = 0.27 / -0.06
- ΔE to the lowest compared entry with this formula, charge and spin (eV) = 6.7752

```
9
Properties=species:S:1:pos:R:3:forces:R:3:mulliken_charge:R:1
C -1.1335 0.6211 -1.2499 2.0 -0.4 1.8 0.1339
C 0.8868 0.3469 0.3697 0.8 2.1 -2.5 0.3768
O -2.0156 0.1738 -0.6310 -0.6 0.2 -0.9 -0.3131
F 1.3782 1.5765 0.6809 -0.8 -0.5 0.5 -0.2492
F 1.8674 -0.1799 -0.4240 -0.2 -0.1 -0.2 -0.2177
P 0.4534 -0.8422 1.6024 -1.6 -1.6 0.1 -0.1293
H -0.9006 0.8354 -2.3172 -0.6 -0.1 0.1 0.2722
H -1.0232 -0.7738 1.5010 1.2 0.3 0.1 0.0576
H 0.4872 -1.7578 0.4680 -0.1 0.1 1.1 0.0687
```
Positions in Å, forces in eV/Å.

Q: What is the ΔE to the lowest compared entry with this formula, charge and spin in the third record?
A: 6.7752 eV

Q: ΔE to the lowest compared entry with this formula, charge and spin of number 1 (C14H50N16O14)?
A: 3.8402 eV